DFT (ωB97M-V/def2-TZVPD) results for a cluster of 11 separate species, C39H106N6O11 in total.

Positions of all 162 atoms, in Å:
1 C -4.09 -1.82 3.28
2 C -5.59 -1.95 3.34
3 C -6.25 -2.49 2.03
4 O -5.93 -2.78 4.42
5 H -3.71 -1.11 2.55
6 H -3.64 -2.77 2.99
7 H -3.39 -1.53 4.07
8 H -6.13 -1.04 3.59
9 H -6.43 -1.74 1.27
10 H -7.21 -2.96 2.20
11 H -5.53 -3.24 1.69
12 H -5.69 -2.27 5.20
13 C 5.51 -1.36 -0.18
14 C 4.40 -2.38 -0.18
15 C 3.16 -1.97 -1.03
16 O 5.06 -3.53 -0.79
17 H 6.02 -1.30 0.78
18 H 5.17 -0.32 -0.12
19 H 6.30 -1.50 -0.92
20 H 3.96 -2.46 0.81
21 H 2.34 -2.64 -0.77
22 H 3.37 -2.21 -2.07
23 H 2.86 -0.92 -1.07
24 H 5.85 -3.81 -0.32
25 C -5.08 0.82 -0.21
26 C -4.64 2.19 -0.92
27 C -4.37 3.43 -0.04
28 O -3.37 1.95 -1.43
29 H -4.33 0.49 0.51
30 H -5.09 -0.01 -0.91
31 H -6.06 0.95 0.26
32 H -5.33 2.50 -1.70
33 H -3.79 3.14 0.84
34 H -5.29 3.88 0.35
35 H -3.83 4.20 -0.59
36 H -3.36 1.89 -2.39
37 C 1.67 3.01 -5.56
38 C 1.57 2.58 -6.98
39 C 1.01 3.64 -7.95
40 O 2.87 2.47 -7.49
41 H 1.93 2.16 -4.94
42 H 0.78 3.46 -5.11
43 H 2.43 3.78 -5.50
44 H 0.96 1.71 -7.21
45 H 1.03 3.35 -8.99
46 H 1.52 4.59 -7.76
47 H -0.07 3.75 -7.91
48 H 3.25 1.63 -7.22
49 C -0.34 2.37 3.56
50 C -1.12 3.62 4.02
51 C -2.41 3.25 4.71
52 O -0.30 4.29 5.08
53 H -0.92 1.67 2.97
54 H 0.18 1.85 4.36
55 H 0.53 2.78 3.05
56 H -1.49 4.30 3.26
57 H -3.10 2.83 3.98
58 H -2.90 4.10 5.19
59 H -2.41 2.48 5.48
60 H 0.32 3.68 5.49
61 C -4.90 -2.94 -2.61
62 C -3.81 -3.81 -2.09
63 C -2.46 -3.68 -2.84
64 O -1.46 -4.37 -2.05
65 C -1.58 -5.77 -2.05
66 N -3.71 -3.39 -0.71
67 H -5.17 -3.15 -3.65
68 H -4.68 -1.87 -2.59
69 H -5.78 -2.98 -1.98
70 H -4.15 -4.84 -2.14
71 H -2.23 -2.61 -2.84
72 H -2.60 -4.00 -3.88
73 H -2.44 -6.09 -1.47
74 H -0.76 -6.11 -1.42
75 H -1.50 -6.27 -3.02
76 H -3.54 -2.40 -0.60
77 H -2.81 -3.81 -0.50
78 C 0.99 4.65 0.23
79 C 2.01 5.64 0.70
80 C 1.91 5.70 2.23
81 O 2.70 6.75 2.80
82 C 2.46 7.23 4.11
83 N 3.29 5.36 0.17
84 H 0.04 5.13 0.02
85 H 0.73 3.90 0.98
86 H 1.37 4.02 -0.58
87 H 1.64 6.62 0.40
88 H 2.22 4.71 2.55
89 H 0.85 5.85 2.45
90 H 2.67 8.29 4.26
91 H 2.98 6.63 4.86
92 H 1.38 7.18 4.27
93 H 3.53 4.44 0.50
94 H 3.97 6.02 0.53
95 C 4.74 3.50 4.29
96 C 4.04 2.27 3.81
97 C 4.72 1.47 2.65
98 O 4.41 2.21 1.45
99 C 3.26 1.73 0.72
100 N 4.00 1.44 4.99
101 H 5.71 3.41 4.76
102 H 4.10 4.11 4.93
103 H 4.94 4.06 3.38
104 H 2.99 2.45 3.59
105 H 4.43 0.42 2.58
106 H 5.80 1.51 2.76
107 H 3.17 0.64 0.63
108 H 3.16 2.23 -0.24
109 H 2.40 2.07 1.30
110 H 4.95 1.44 5.33
111 H 3.75 0.48 4.78
112 C -0.74 -1.97 0.94
113 C -1.15 -0.61 0.59
114 C -0.07 0.33 -0.03
115 O 0.55 -0.27 -1.24
116 C 0.73 0.74 -2.25
117 N -2.14 -0.87 -0.41
118 H -1.55 -2.66 1.17
119 H 0.15 -1.94 1.56
120 H -0.29 -2.40 0.04
121 H -1.57 -0.13 1.47
122 H 0.68 0.58 0.73
123 H -0.58 1.26 -0.25
124 H 1.13 0.29 -3.16
125 H 1.44 1.53 -1.99
126 H -0.19 1.15 -2.67
127 H -2.44 -0.03 -0.88
128 H -1.72 -1.40 -1.16
129 C 0.53 -2.38 -5.04
130 C 0.29 -2.36 -6.52
131 C 1.07 -1.19 -7.10
132 O 2.47 -0.93 -6.83
133 C 3.39 -1.13 -7.89
134 N 0.69 -3.66 -7.06
135 H 0.01 -3.15 -4.47
136 H 0.29 -1.44 -4.54
137 H 1.59 -2.63 -4.98
138 H -0.77 -2.16 -6.65
139 H 0.47 -0.32 -6.86
140 H 0.95 -1.07 -8.18
141 H 3.81 -2.13 -7.78
142 H 4.17 -0.37 -7.84
143 H 3.04 -0.93 -8.90
144 H 1.50 -3.86 -6.49
145 H 0.01 -4.25 -6.61
146 C 1.18 -3.83 5.44
147 C 0.24 -4.77 4.75
148 C -1.04 -3.94 4.18
149 O -1.91 -3.29 5.09
150 C -2.92 -4.19 5.59
151 N 0.88 -5.61 3.79
152 H 2.04 -4.45 5.69
153 H 0.80 -3.48 6.40
154 H 1.54 -3.05 4.76
155 H -0.16 -5.47 5.48
156 H -1.70 -4.54 3.55
157 H -0.59 -3.22 3.49
158 H -2.44 -5.11 5.93
159 H -3.56 -4.57 4.80
160 H -3.53 -3.64 6.31
161 H 1.81 -5.63 4.19
162 H 0.91 -5.04 2.96

Results
* Kohn-Sham gap: 9.04 eV
* E_HOMO: -8.920 eV
* LUMO: 0.116 eV
* SMILES: COC[C@H](C)N.COC[C@H](C)N.COC[C@H](C)N.COC[C@H](C)N.COC[C@H](C)N.COC[C@H](C)N.CC(C)O.CC(C)O.CC(C)O.CC(C)O.CC(C)O
* ΔE to the lowest compared entry with this formula, charge and spin: 471.34 kJ/mol
* max |F|: 0.077 hartree/bohr
* calculated total energy: -2705.34906 hartree


DFT (ωB97M-V/def2-TZVPD) results for a cluster of 7 separate species, C39H111FN18O9P6 in total.

Positions of all 184 atoms, in Å:
1 C 3.89 -1.81 -3.09
2 C 3.89 -3.05 -3.88
3 O 4.57 -2.61 -5.02
4 C 3.97 -1.49 -5.29
5 O 3.87 -0.99 -6.47
6 O 3.55 -0.89 -4.06
7 F 2.69 -3.55 -4.04
8 H 4.83 -1.40 -2.71
9 H 3.19 -1.80 -2.26
10 H 4.32 -3.93 -3.40
11 O -4.78 0.00 11.53
12 P -3.98 0.72 10.51
13 N -3.75 -0.13 8.98
14 C -4.84 -1.01 8.69
15 C -3.07 0.49 7.71
16 N -2.41 1.06 10.92
17 C -2.19 1.90 12.14
18 C -1.25 0.32 10.50
19 N -4.79 2.09 10.01
20 C -6.28 2.11 9.93
21 C -4.16 3.09 9.16
22 H -5.85 -0.64 8.51
23 H -5.07 -1.68 9.51
24 H -4.58 -1.56 7.78
25 H -2.76 -0.39 7.16
26 H -2.15 1.02 7.96
27 H -3.77 1.04 7.09
28 H -1.20 1.71 12.55
29 H -2.30 2.97 11.97
30 H -3.03 1.60 12.77
31 H -1.03 -0.54 11.14
32 H -1.55 -0.13 9.55
33 H -0.28 0.80 10.40
34 H -6.59 1.32 9.26
35 H -6.63 1.81 10.92
36 H -6.65 3.07 9.59
37 H -4.72 2.99 8.24
38 H -3.08 2.99 9.05
39 H -4.41 4.01 9.70
40 O -1.22 2.78 -6.19
41 P -0.55 1.54 -5.67
42 N 1.01 1.94 -4.86
43 C 2.28 1.95 -5.53
44 C 1.10 2.90 -3.72
45 N -0.10 0.29 -6.80
46 C 0.58 -0.95 -6.27
47 C -1.19 0.19 -7.80
48 N -1.47 0.61 -4.46
49 C -0.84 -0.17 -3.36
50 C -2.91 0.62 -4.28
51 H 2.21 1.36 -6.45
52 H 2.90 1.42 -4.81
53 H 2.71 2.95 -5.60
54 H 1.17 3.89 -4.17
55 H 1.92 2.74 -3.02
56 H 0.24 2.83 -3.06
57 H 1.20 -0.62 -5.44
58 H 0.00 -1.83 -5.98
59 H 1.23 -1.37 -7.04
60 H -1.97 -0.54 -7.57
61 H -1.55 1.16 -8.12
62 H -0.66 -0.34 -8.59
63 H -0.88 -1.21 -3.67
64 H 0.24 -0.01 -3.37
65 H -1.34 0.08 -2.42
66 H -3.45 0.73 -5.22
67 H -3.19 1.43 -3.60
68 H -3.22 -0.26 -3.72
69 O 3.98 4.39 -4.32
70 P 5.25 4.28 -3.55
71 N 4.84 4.22 -1.93
72 C 5.24 3.20 -1.05
73 C 3.75 5.07 -1.50
74 N 6.15 5.70 -3.86
75 C 7.06 6.23 -2.74
76 C 5.97 6.54 -5.05
77 N 6.31 3.01 -3.81
78 C 5.97 1.99 -4.75
79 C 7.58 2.86 -3.08
80 H 4.50 2.88 -0.32
81 H 6.14 3.44 -0.48
82 H 5.37 2.37 -1.75
83 H 4.07 6.08 -1.75
84 H 3.69 5.09 -0.41
85 H 2.79 4.75 -1.90
86 H 8.11 5.96 -2.90
87 H 7.05 7.28 -2.45
88 H 6.94 5.70 -1.79
89 H 6.66 6.09 -5.76
90 H 4.97 6.47 -5.49
91 H 6.09 7.60 -4.85
92 H 5.95 2.47 -5.73
93 H 6.66 1.15 -4.75
94 H 4.95 1.63 -4.63
95 H 7.99 3.81 -2.74
96 H 8.35 2.28 -3.59
97 H 7.55 2.32 -2.14
98 O 5.44 -4.71 -0.61
99 P 5.53 -4.47 0.88
100 N 5.96 -2.84 1.24
101 C 5.67 -2.28 2.58
102 C 6.39 -1.85 0.20
103 N 6.61 -5.43 1.70
104 C 6.80 -6.69 1.09
105 C 7.48 -5.17 2.92
106 N 3.99 -4.69 1.67
107 C 3.91 -4.76 3.09
108 C 2.68 -4.56 0.90
109 H 5.98 -2.96 3.38
110 H 4.65 -1.91 2.68
111 H 6.15 -1.32 2.77
112 H 6.73 -2.33 -0.72
113 H 7.22 -1.28 0.62
114 H 5.53 -1.21 0.05
115 H 5.87 -7.00 0.61
116 H 7.65 -6.70 0.40
117 H 6.97 -7.38 1.92
118 H 6.93 -4.78 3.77
119 H 8.10 -6.02 3.20
120 H 8.16 -4.41 2.53
121 H 3.29 -5.64 3.25
122 H 4.88 -4.97 3.54
123 H 3.46 -3.81 3.38
124 H 2.49 -3.53 0.61
125 H 1.74 -4.86 1.36
126 H 2.66 -5.14 -0.03
127 O -1.34 1.37 0.15
128 P -0.67 0.31 0.96
129 N -1.03 -1.36 0.52
130 C -0.20 -2.22 -0.31
131 C -2.46 -1.93 0.58
132 N -0.93 0.48 2.65
133 C -1.15 1.79 3.24
134 C -0.71 -0.53 3.68
135 N 1.06 0.39 0.62
136 C 1.97 -0.47 1.45
137 C 1.57 1.33 -0.41
138 H 0.64 -1.72 -0.79
139 H -0.82 -2.61 -1.11
140 H 0.21 -3.05 0.26
141 H -3.19 -1.28 0.11
142 H -2.85 -2.15 1.58
143 H -2.56 -2.90 0.09
144 H -1.69 2.36 2.49
145 H -1.46 1.80 4.28
146 H -0.19 2.31 3.22
147 H 0.37 -0.67 3.74
148 H -1.19 -0.37 4.65
149 H -1.08 -1.48 3.29
150 H 2.44 0.02 2.30
151 H 1.36 -1.28 1.85
152 H 2.75 -0.88 0.81
153 H 2.66 1.38 -0.39
154 H 1.19 2.35 -0.37
155 H 1.30 0.97 -1.40
156 O -7.64 -2.03 -4.70
157 P -8.33 -1.38 -3.55
158 N -9.96 -1.96 -3.27
159 C -10.11 -3.39 -3.24
160 C -11.13 -1.17 -3.28
161 N -8.28 0.23 -3.87
162 C -7.13 1.13 -3.64
163 C -8.88 0.64 -5.11
164 N -7.59 -1.44 -2.03
165 C -6.10 -1.71 -2.00
166 C -8.29 -0.94 -0.78
167 H -9.21 -3.84 -2.83
168 H -10.24 -3.79 -4.25
169 H -11.01 -3.72 -2.72
170 H -11.73 -1.32 -2.39
171 H -11.86 -1.47 -4.03
172 H -10.93 -0.12 -3.49
173 H -6.29 0.87 -4.28
174 H -7.49 2.15 -3.81
175 H -6.93 1.14 -2.57
176 H -8.21 1.15 -5.80
177 H -8.97 -0.28 -5.70
178 H -9.75 1.30 -5.12
179 H -5.86 -2.77 -1.93
180 H -5.60 -1.19 -2.81
181 H -5.68 -1.22 -1.12
182 H -7.81 -1.08 0.19
183 H -9.13 -1.64 -0.77
184 H -8.64 0.08 -0.92

Results
* Kohn-Sham gap: 7.71 eV
* E_HOMO: -7.610 eV
* LUMO: 0.097 eV
* SMILES: CN(C)P(=O)(N(C)C)N(C)C.CN(C)P(=O)(N(C)C)N(C)C.CN(C)P(=O)(N(C)C)N(C)C.CN(C)P(=O)(N(C)C)N(C)C.CN(C)P(=O)(N(C)C)N(C)C.CN(C)P(=O)(N(C)C)N(C)C.O=C1OC[C@@H](F)O1
* ΔE to the lowest compared entry with this formula, charge and spin: 156.48 kJ/mol
* max |F|: 0.158 hartree/bohr
* calculated total energy: -5363.29367 hartree


> Which formula does entry 2 have?

C39H111FN18O9P6


> What is the max |F| in the second record?

0.158 hartree/bohr


> The lowest LUMO belongs to which entry?

C39H111FN18O9P6